No. 1
93
Properties=species:S:1:pos:R:3:lowdin_charge:R:1 method="wB97M-V/def2-TZVPD" spin_multiplicity=5 s_squared=6.036 e_lumo_ev="-6.757 / -10.983" e_above_lowest_kcal_mol=13.7 total_charge=+3 e_homo_ev="-15.60 / -15.72"
Pd 0.36198 -0.25851 0.39806 0.662
C -1.37381 -2.81363 0.64745 -0.105
N -0.07714 -2.60387 -0.02952 -0.086
C 1.04415 -3.39600 0.52010 -0.087
C 2.04891 -2.54345 1.23779 -0.313
N 2.13544 -1.23869 1.09999 0.030
C 3.22347 -0.82542 1.86794 -0.228
C 3.76366 0.44173 2.07766 -0.036
C 4.85915 0.52685 2.91203 -0.050
C 5.41163 -0.61253 3.52059 -0.043
C 4.88973 -1.87311 3.31231 0.016
C 3.78410 -1.94942 2.47388 -0.165
N 3.00691 -3.02454 2.04764 0.204
C -1.24782 -2.26198 2.02760 -0.314
N -0.46258 -1.24059 2.27722 0.081
C -0.37778 -1.13953 3.67198 -0.204
C 0.41880 -0.35548 4.51048 -0.042
C 0.27464 -0.53032 5.87060 -0.048
C -0.62576 -1.46507 6.40849 -0.044
C -1.38268 -2.28034 5.59583 0.012
C -1.22441 -2.10523 4.22520 -0.166
N -1.74949 -2.80837 3.14779 0.200
H -1.64885 -3.87216 0.67926 0.141
H -2.14150 -2.28400 0.07868 0.112
H -0.20128 -2.85688 -1.00209 0.069
H 1.55619 -3.89541 -0.30599 0.128
H 0.67857 -4.18674 1.18144 0.143
H 3.35386 1.32180 1.59822 0.086
H 5.31296 1.49027 3.09900 0.119
H 6.27336 -0.49788 4.16316 0.122
H 5.32471 -2.74858 3.77453 0.127
H 3.15527 -3.99278 2.28663 0.185
H 1.15421 0.33537 4.12403 0.064
H 0.88295 0.05662 6.54512 0.119
H -0.70623 -1.56307 7.48209 0.122
H -2.05079 -3.02638 6.00401 0.127
H -2.37561 -3.59681 3.19904 0.184
S 0.47022 1.75792 2.02483 0.881
C -1.11697 2.36046 2.14956 -0.643
C -1.47735 3.08454 3.30818 -0.055
C -2.77537 3.52939 3.46090 -0.023
C -3.71945 3.28779 2.46759 0.002
C -3.37088 2.60822 1.29149 -0.054
C -2.08619 2.15136 1.13179 -0.379
As -1.37743 1.37342 -0.47829 1.247
C -0.24774 2.81554 -1.09755 -0.416
C 1.12579 2.59984 -1.17998 -0.205
C 1.98626 3.63326 -1.51623 -0.059
C 1.46941 4.89839 -1.76987 -0.036
C 0.10298 5.12393 -1.68294 -0.035
C -0.75638 4.08771 -1.34092 -0.090
C -2.84064 1.18959 -1.71099 -0.408
C -3.00224 2.01552 -2.82024 -0.114
C -4.09071 1.82758 -3.66307 -0.043
C -5.01478 0.82630 -3.39924 -0.040
C -4.85720 0.00405 -2.29049 -0.054
C -3.76968 0.18200 -1.44855 -0.136
H -0.73468 3.26380 4.07449 0.121
H -3.05751 4.06967 4.35398 0.130
H -4.73262 3.64651 2.59239 0.130
H -4.10934 2.46585 0.51159 0.116
H 1.54020 1.60600 -0.99610 0.050
H 3.05270 3.45977 -1.57709 0.118
H 2.13526 5.71031 -2.02930 0.124
H -0.29586 6.11158 -1.87101 0.124
H -1.81804 4.28563 -1.24637 0.116
H -2.29458 2.80733 -3.03059 0.093
H -4.22223 2.47323 -4.52105 0.122
H -5.86474 0.69080 -4.05431 0.124
H -5.58490 -0.76832 -2.08056 0.119
H -3.65937 -0.45346 -0.57475 0.091
C 0.51296 0.59822 -5.55060 -0.092
C 0.29144 0.89747 -4.05671 -0.361
P 0.61886 -0.56993 -3.04499 1.109
C 2.29623 -1.14185 -3.44845 -0.347
C 3.04122 -1.96330 -2.39843 -0.114
C -0.67453 -1.79634 -3.43099 -0.357
C -0.18840 -3.22576 -3.67790 -0.109
H 0.21480 1.48022 -6.11632 0.099
H -0.08724 -0.23828 -5.90802 0.078
H 1.55943 0.40054 -5.77528 0.081
H -0.73997 1.20191 -3.86292 0.064
H 0.94152 1.70416 -3.71643 0.082
H 2.84930 -0.23384 -3.70174 0.102
H 2.17581 -1.70764 -4.38051 0.107
H 3.08298 -1.44721 -1.43880 0.056
H 4.06241 -2.12991 -2.73653 0.097
H 2.58578 -2.94344 -2.25721 0.057
H -1.17589 -1.39948 -4.31921 0.096
H -1.42862 -1.74108 -2.63848 0.068
H 0.30855 -3.31054 -4.64305 0.092
H -1.03875 -3.90541 -3.68918 0.096
H 0.51721 -3.57993 -2.92374 0.053

=====

No. 2
10
Properties=species:S:1:pos:R:3:lowdin_charge:R:1 method="wB97M-V/def2-TZVPD" spin_multiplicity=1 e_lumo_ev=0.730 e_above_lowest_kcal_mol=46.6 e_homo_ev=-9.05
N -1.55626 0.99738 -0.55399 0.152
C -0.22706 0.93884 -0.21441 -0.598
O 0.49935 1.89816 -0.14070 0.075
N 0.20270 -0.39420 -0.00538 0.056
C 1.44308 -0.59836 0.47448 -0.124
O 1.63553 -1.91714 0.56246 0.005
H -1.93019 1.93341 -0.56728 0.108
H -2.17812 0.28040 -0.21341 0.095
H -0.41773 -1.16494 -0.25851 0.145
H 2.52869 -1.97356 0.91673 0.086

=====

No. 3
22
Properties=species:S:1:pos:R:3:lowdin_charge:R:1 method="wB97M-V/def2-TZVPD" spin_multiplicity=1 e_lumo_ev=0.888 e_above_lowest_kcal_mol=1.2 e_homo_ev=-9.11 smiles=CCC[Si](C)(C)N
C 3.05112 0.21216 0.53827 -0.140
C -1.77537 -0.24049 -1.78200 -0.170
C -1.19255 -1.31548 0.95722 -0.219
C 1.82062 -0.23414 -0.19467 -0.296
C 0.63254 0.86127 -0.25508 -0.219
N -2.10114 1.23584 0.91438 -0.092
Si -1.11193 0.17395 -0.09474 0.370
H 3.07298 0.47762 1.61072 0.073
H 3.67374 -0.68129 0.48159 0.062
H 3.40432 1.13995 -0.09771 0.116
H -1.45269 0.76659 -2.25455 0.059
H -1.30626 -1.08936 -2.22189 0.015
H -2.83673 -0.38884 -1.80915 0.017
H -0.64664 -1.38464 1.93564 0.049
H -2.32530 -1.56403 1.19584 0.078
H -0.77368 -2.07857 0.30454 0.014
H 2.15223 -0.58147 -1.13046 0.081
H 1.29606 -1.06763 0.31084 0.072
H 0.67164 1.44998 -1.13762 0.050
H 0.79909 1.47892 0.51755 0.017
H -2.59726 0.71002 1.67818 0.040
H -2.45478 2.11964 0.53312 0.024

=====

No. 4
119
Properties=species:S:1:pos:R:3:lowdin_charge:R:1 method="wB97M-V/def2-TZVPD" spin_multiplicity=1 e_lumo_ev=-0.406 total_charge=-1 e_homo_ev=-5.07
Ce 15.22376 15.27261 16.01596 0.642
O 16.19065 15.13184 20.04246 0.070
C 15.23594 15.86540 20.60352 -0.299
C 15.50050 16.29952 21.89449 -0.013
C 14.60373 17.08988 22.60545 -0.073
C 13.37944 17.44282 22.01051 -0.109
C 13.14850 16.98901 20.76864 -0.063
C 14.04268 16.22160 19.99001 -0.095
C 13.53808 15.79683 18.64119 -0.301
O 14.49316 15.14058 17.87107 -0.376
N 13.01754 17.05663 17.93120 0.039
N 12.86954 16.76941 16.53056 -0.019
C 11.75186 17.11048 16.06437 -0.132
C 11.35799 16.93309 14.64519 -0.577
Br 12.24980 15.78397 13.43447 0.900
C 10.16824 17.40946 14.33379 -0.112
C 9.50884 17.39344 13.04789 -0.289
C 8.18032 16.96520 12.96618 -0.043
C 7.49893 17.04103 11.75832 -0.094
C 8.15474 17.55369 10.63152 -0.096
C 9.47677 17.96972 10.72893 -0.053
C 10.15317 17.89579 11.96180 -0.077
H 15.82238 14.77144 19.18833 0.091
H 16.40118 15.87060 22.33473 0.122
H 14.84431 17.27582 23.64951 0.098
H 12.66939 17.98916 22.61775 0.098
H 12.20541 17.30062 20.28420 0.121
H 12.69468 15.15722 18.76819 0.127
H 13.76246 17.77886 17.94518 0.099
H 11.03932 17.68134 16.69222 0.144
H 9.64661 17.92419 15.14689 0.131
H 7.64440 16.54647 13.83994 0.119
H 6.44687 16.71888 11.67916 0.104
H 7.64545 17.60644 9.68150 0.094
H 9.96040 18.48129 9.87462 0.119
H 11.16216 18.33145 12.09975 0.041
C 14.15520 8.14850 13.37444 -0.062
C 13.03619 8.48921 14.34558 -0.581
C 11.74953 7.88433 13.80671 -0.056
C 13.35896 7.79891 15.67036 -0.038
C 12.93003 9.98877 14.56262 -0.141
C 13.81495 10.85751 14.08338 0.045
C 13.78791 12.22864 14.56631 -0.166
N 14.43123 13.26834 14.12750 0.114
C 15.11639 13.41972 12.91786 -0.169
C 14.92324 12.61144 11.78696 0.031
C 15.63304 12.77070 10.62854 -0.169
C 16.51223 13.83878 10.59532 0.057
C 16.76677 14.69450 11.70766 -0.055
C 16.03079 14.48502 12.86594 -0.230
O 16.05640 15.21423 13.99560 -0.319
C 18.00194 15.57965 11.56842 -0.501
C 17.96702 16.44042 10.28234 -0.043
C 18.21717 16.53578 12.76963 -0.045
C 19.23108 14.61611 11.56321 -0.043
C 15.43174 11.83653 9.43646 -0.552
C 15.91427 10.44715 9.80481 -0.046
C 13.94026 11.86676 9.02216 -0.053
C 16.13894 12.24548 8.12310 -0.071
C 12.85445 12.59648 15.67794 -0.245
O 12.96176 13.69093 16.21575 -0.010
C 11.81068 11.67112 16.01863 -0.065
C 11.86795 10.43678 15.46544 0.073
C 10.69734 12.03448 16.98541 -0.544
C 11.22315 12.67877 18.27811 -0.026
C 9.79712 13.06748 16.33221 -0.036
C 9.83895 10.85276 17.38760 -0.073
H 14.23016 7.09276 13.22563 0.079
H 15.13230 8.55454 13.72782 0.106
H 13.90621 8.61359 12.43368 0.078
H 11.93425 6.83603 13.51134 0.088
H 11.45664 8.38090 12.84583 0.102
H 10.87236 7.94160 14.50683 0.093
H 13.31441 6.72792 15.51132 0.082
H 12.67306 8.08318 16.45500 0.074
H 14.40503 8.02683 16.00583 0.111
H 14.60781 10.57712 13.40556 0.105
H 14.15746 11.85463 11.82418 0.102
H 17.09772 13.99201 9.72390 0.089
H 17.06476 17.03754 10.22254 0.032
H 17.94311 15.80236 9.40484 0.063
H 18.83042 17.10579 10.19989 0.091
H 17.38753 17.23044 12.92470 0.077
H 19.14566 17.11486 12.60152 0.099
H 18.32196 15.99578 13.66865 0.060
H 19.36579 14.02649 10.66762 0.064
H 19.18740 13.90494 12.42533 0.102
H 20.16063 15.22353 11.62187 0.088
H 15.37831 10.06897 10.65542 0.059
H 16.98234 10.45654 10.07182 0.100
H 15.72524 9.79541 8.96447 0.080
H 13.25560 11.66630 9.88049 0.081
H 13.69815 11.12910 8.23227 0.087
H 13.71635 12.88037 8.65916 0.093
H 17.27001 12.11777 8.21171 0.106
H 15.90308 13.28826 7.90013 0.085
H 15.86394 11.58696 7.29536 0.079
H 11.10733 9.70244 15.73162 0.098
H 11.83754 13.52444 18.01459 0.047
H 11.79034 11.95120 18.87026 0.102
H 10.36642 12.95264 18.89263 0.091
H 10.27937 14.05482 16.22051 0.092
H 8.88475 13.15809 16.91211 0.085
H 9.49713 12.77180 15.34434 0.085
H 10.41100 10.05106 17.81914 0.076
H 9.34616 10.36483 16.50659 0.097
H 9.06324 11.15608 18.13777 0.105
I 16.96455 12.97356 16.44222 0.491
F 18.49884 18.32194 18.49757 -0.388
Te 16.91634 18.22300 17.31156 1.902
F 15.38724 18.01666 16.12192 -0.404
F 16.73276 20.11882 17.20722 -0.353
F 15.52363 18.54709 18.56304 -0.356
F 18.03666 18.43676 15.82623 -0.355
O 17.00955 16.37627 17.36314 -0.626
Cl 12.61446 20.51713 12.13623 -0.239
Ge 14.57840 19.10333 11.94079 -0.020
Cl 15.54191 19.40780 9.82443 -0.223
Cl 15.88310 20.39333 13.33554 -0.183